Molecular formula: CH2N3O3
Method: DFT, the ωB97M-V functional and the def2-TZVPD basis

ORCA input file:
```
! RIJCOSX wB97M-V def2-TZVPD def2/J DEFGRID3
* xyz -1 1
O 0.805 -0.142 -1.482
O 2.552 0.715 -0.393
O 0.467 0.546 0.624
N -1.733 -0.506 0.500
N -2.079 -0.259 1.529
N -1.601 -0.723 -0.639
C 1.345 0.386 -0.501
H 0.878 0.415 1.524
H -0.634 -0.432 -1.162
*
```

As for the relative energy (zero: lowest compared OMol25 entry of this formula, charge and spin): 3.53 kcal per mole. The gap between HOMO and LUMO comes out at 9.1223 eV.

Molecular formula: C6H6O2
Method: DFT, the ωB97M-V functional and the def2-TZVPD basis

ORCA input file:
```
! RIJCOSX wB97M-V def2-TZVPD def2/J DEFGRID3
* xyz 0 1
O -2.847 0.112 0.240
O 1.939 0.054 0.464
C 0.927 -0.108 -0.378
C -0.316 0.678 -0.269
C -0.934 -1.541 -0.007
C -1.631 -0.132 0.020
C 0.343 -1.449 -0.249
C -0.235 2.006 -0.014
H -1.467 -2.467 0.312
H 1.844 -0.383 1.514
H -0.997 2.958 -0.140
H 1.416 0.182 -1.397
H 0.895 2.424 0.037
H 1.064 -2.333 -0.133
*
```

As for the relative energy (zero: lowest compared OMol25 entry of this formula, charge and spin): 73.37 kcal per mole. The gap between HOMO and LUMO comes out at 9.5074 eV.

no.,LUMO energy (eV),M (g/mol)
1,4.2,104.0
2,-0.2,110.1